{"formula": "C10H19F18MgNO2P3", "method": "ωB97M-V with the def2-TZVPD basis set", "lumo_ev": 2.47, "total_charge": -1, "e_homo_ha": -0.31443, "homo_lumo_gap_ev": 11.03, "species": ["Mg", "P", "F", "F", "F", "F", "F", "F", "P", "F", "F", "F", "F", "F", "F", "P", "F", "F", "F", "F", "F", "F", "C", "C", "N", "H", "H", "H", "C", "C", "C", "O", "C", "H", "H", "H", "H", "H", "H", "H", "H", "C", "C", "C", "O", "C", "H", "H", "H", "H", "H", "H", "H", "H"], "positions_angstrom": [[14.224, 10.148, 12.874], [14.331, 13.471, 13.976], [15.816, 13.748, 13.450], [14.992, 13.117, 15.493], [14.149, 15.087, 14.276], [12.879, 13.194, 14.605], [13.768, 13.572, 12.520], [14.444, 11.900, 13.769], [13.637, 7.406, 10.915], [13.119, 6.466, 9.710], [14.978, 6.417, 11.132], [14.542, 8.326, 10.022], [13.985, 8.363, 12.172], [12.330, 8.354, 10.728], [12.780, 6.455, 11.912], [17.557, 9.416, 13.396], [17.210, 8.552, 12.032], [17.994, 10.597, 12.404], [16.046, 9.953, 13.390], [17.737, 10.330, 14.759], [17.009, 8.187, 14.395], [19.098, 8.891, 13.672], [16.695, 10.880, 9.630], [15.440, 10.968, 10.442], [14.437, 11.038, 11.036], [17.427, 10.233, 10.114], [17.108, 11.864, 9.408], [16.482, 10.486, 8.636], [12.743, 8.107, 16.128], [13.185, 9.350, 16.760], [14.374, 9.805, 15.972], [14.062, 9.219, 14.662], [13.684, 7.836, 14.909], [11.745, 8.328, 15.751], [12.780, 7.191, 16.717], [13.336, 9.167, 17.824], [12.386, 10.086, 16.672], [15.267, 9.466, 16.496], [14.326, 10.884, 15.825], [14.566, 7.211, 15.045], [13.085, 7.369, 14.127], [9.840, 10.203, 13.202], [10.155, 10.728, 11.856], [11.528, 11.384, 11.989], [12.248, 10.457, 12.855], [11.241, 9.825, 13.710], [9.234, 9.304, 13.080], [9.461, 11.030, 13.803], [9.402, 11.442, 11.523], [10.262, 9.948, 11.102], [11.584, 12.367, 12.458], [11.990, 11.618, 11.030], [11.412, 10.113, 14.747], [11.327, 8.738, 13.712]], "nbo_charge": [1.7986, 2.6149, -0.5736, -0.6010, -0.5817, -0.5921, -0.5840, -0.6427, 2.6129, -0.5801, -0.5818, -0.5793, -0.6410, -0.6000, -0.5899, 2.6003, -0.5809, -0.5827, -0.6438, -0.5869, -0.5951, -0.5710, -0.7318, 0.4999, -0.5564, 0.3057, 0.2599, 0.2592, -0.4312, -0.4291, -0.0823, -0.6539, -0.0796, 0.2005, 0.2092, 0.2126, 0.1983, 0.2037, 0.2431, 0.2078, 0.2221, -0.4420, -0.4298, -0.0754, -0.6460, -0.0584, 0.2250, 0.2110, 0.2121, 0.2263, 0.2024, 0.2171, 0.1864, 0.1945]}


{"formula": "C6H16N", "method": "ωB97M-V with the def2-TZVPD basis set", "lumo_ev": [-8.83, -12.57], "total_charge": 2, "e_homo_ha": [-0.73461, -0.74284], "homo_lumo_gap_ev": [11.16, 7.64], "spin_multiplicity": 2, "species": ["C", "C", "N", "H", "H", "H", "H", "H", "H", "H", "H", "C", "C", "C", "C", "H", "H", "H", "H", "H", "H", "H", "H"], "positions_angstrom": [[1.044, 0.874, 3.348], [0.513, -0.223, 2.458], [-0.074, 0.365, 1.206], [1.429, 0.367, 4.284], [1.897, 1.387, 2.842], [0.227, 1.569, 3.619], [1.309, -0.860, 2.057], [-0.215, -0.928, 2.884], [-0.849, 0.970, 1.488], [-0.427, -0.304, 0.523], [0.635, 0.976, 0.715], [-1.024, -0.286, -1.702], [0.341, -0.295, -1.869], [1.011, 0.911, -2.543], [-1.904, -1.533, -1.527], [-1.579, 0.669, -1.807], [0.936, -1.163, -1.595], [1.974, 1.087, -2.019], [1.201, 0.661, -3.617], [0.385, 1.845, -2.454], [-1.217, -2.383, -1.274], [-2.507, -1.781, -2.380], [-2.568, -1.357, -0.696]], "nbo_charge": [-0.6519, -0.2208, -0.6743, 0.2913, 0.2364, 0.2385, 0.2222, 0.2491, 0.4506, 0.4202, 0.4412, 0.0715, 0.0812, -0.7062, -0.6976, 0.2496, 0.2488, 0.2871, 0.3368, 0.2642, 0.2497, 0.3295, 0.2827]}


{"formula": "C30H35Cl2CrN2O4Sb2", "method": "ωB97M-V with the def2-TZVPD basis set", "lumo_ev": [-0.83, -0.75], "total_charge": 0, "e_homo_ha": [-0.29442, -0.29302], "homo_lumo_gap_ev": [7.18, 7.23], "spin_multiplicity": 2, "species": ["Cr", "O", "C", "C", "C", "C", "C", "C", "C", "N", "C", "C", "N", "C", "C", "C", "C", "C", "C", "C", "O", "H", "H", "H", "H", "H", "H", "H", "H", "H", "H", "H", "H", "H", "H", "C", "Sb", "C", "C", "C", "C", "C", "C", "C", "C", "C", "Sb", "C", "C", "H", "H", "H", "H", "H", "H", "H", "H", "H", "H", "H", "H", "H", "H", "H", "H", "H", "H", "H", "H", "Cl", "C", "Cl", "C", "O", "O", "H"], "positions_angstrom": [[0.337, 0.080, 0.087], [-0.961, -0.598, 1.246], [-2.240, -0.478, 1.195], [-3.027, -0.937, 2.277], [-4.391, -0.806, 2.286], [-5.048, -0.214, 1.204], [-4.320, 0.230, 0.129], [-2.918, 0.120, 0.080], [-2.253, 0.591, -1.086], [-0.974, 0.603, -1.270], [-0.447, 1.084, -2.527], [1.023, 0.644, -2.550], [1.479, 0.945, -1.214], [2.216, 2.003, -1.051], [2.303, 2.751, 0.160], [3.301, 3.732, 0.308], [3.311, 4.596, 1.374], [2.294, 4.527, 2.328], [1.299, 3.591, 2.213], [1.267, 2.662, 1.147], [0.312, 1.796, 1.105], [-2.505, -1.402, 3.100], [-4.963, -1.159, 3.132], [-6.122, -0.109, 1.218], [-4.828, 0.689, -0.710], [-2.898, 0.971, -1.883], [-1.000, 0.673, -3.378], [-0.503, 2.184, -2.555], [1.048, -0.437, -2.726], [1.598, 1.167, -3.325], [2.729, 2.415, -1.925], [4.082, 3.787, -0.440], [4.091, 5.335, 1.470], [2.302, 5.208, 3.167], [0.500, 3.534, 2.938], [0.766, -3.668, -2.387], [1.074, -2.374, -0.683], [3.113, -1.904, -1.390], [1.670, -3.893, 0.809], [3.125, -3.906, 1.067], [3.941, -4.703, 0.264], [5.313, -4.730, 0.423], [5.904, -3.934, 1.389], [5.111, -3.140, 2.196], [3.724, -3.122, 2.066], [2.930, -2.278, 2.988], [2.214, -0.421, 2.038], [1.926, 0.560, 3.954], [4.221, 0.341, 1.696], [0.000, -4.394, -2.144], [1.697, -4.174, -2.628], [0.428, -3.082, -3.237], [3.770, -2.757, -1.256], [3.531, -1.053, -0.851], [3.086, -1.658, -2.450], [1.340, -4.827, 0.353], [1.062, -3.702, 1.694], [3.475, -5.310, -0.499], [5.918, -5.367, -0.206], [6.976, -3.932, 1.515], [5.571, -2.530, 2.961], [3.546, -1.942, 3.819], [2.060, -2.803, 3.381], [2.769, 0.331, 4.603], [1.000, 0.212, 4.410], [1.871, 1.633, 3.799], [4.559, 0.857, 2.589], [4.227, 1.033, 0.859], [4.877, -0.499, 1.486], [-3.527, -4.554, -2.034], [-3.412, -3.228, -0.870], [-4.020, -3.738, 0.696], [-1.913, -2.818, -0.821], [-1.187, -3.389, 0.003], [-1.571, -1.977, -1.658], [-4.040, -2.414, -1.235]], "lowdin_charge": [0.4084, -0.2080, -0.3236, -0.0205, -0.1008, -0.0970, -0.0444, -0.1322, -0.0544, -0.0755, -0.1532, -0.1917, -0.1206, -0.0552, -0.1715, -0.0502, -0.0945, -0.0688, -0.0256, -0.3784, -0.1616, 0.1212, 0.1089, 0.1008, 0.1133, 0.1484, 0.1350, 0.1369, 0.0811, 0.1305, 0.1445, 0.1159, 0.0991, 0.1084, 0.1219, -0.2319, 1.4718, -0.2761, -0.2425, -0.3045, -0.0721, -0.0872, -0.0860, -0.0650, -0.2979, -0.2758, 1.4892, -0.2537, -0.2453, 0.0110, 0.0107, 0.0126, -0.0089, -0.0188, 0.0026, 0.0735, 0.0598, 0.1151, 0.1014, 0.0996, 0.1101, 0.0613, 0.0674, 0.0092, 0.0146, -0.0164, 0.0146, -0.0141, -0.0039, 0.6032, -1.0083, 0.6471, -0.8653, -0.1207, -0.0840, 0.0571]}


{"formula": "C6H7N4", "method": "ωB97M-V with the def2-TZVPD basis set", "lumo_ev": -4.14, "total_charge": 1, "e_homo_ha": -0.51237, "homo_lumo_gap_ev": 9.80, "species": ["C", "C", "C", "C", "C", "C", "N", "N", "N", "N", "H", "H", "H", "H", "H", "H", "H"], "positions_angstrom": [[2.643, 1.294, 0.013], [1.465, 0.677, -0.158], [-1.071, 1.289, 0.519], [-1.305, -0.007, 0.883], [0.518, -1.543, -0.110], [-0.182, 0.873, -0.533], [3.540, 0.271, 0.240], [2.959, -0.877, 0.265], [1.675, -0.644, 0.129], [-0.613, -0.546, -0.289], [2.828, 2.345, -0.037], [-1.214, 2.393, 0.922], [-1.913, -0.422, 1.623], [0.675, -2.046, -1.066], [0.381, -2.324, 0.606], [-0.425, 1.022, -1.626], [-1.338, -0.807, -0.932]], "nbo_charge": [-0.1042, 0.1035, -0.1462, -0.0374, -0.0341, -0.0512, -0.1779, -0.0029, -0.1963, -0.3587, 0.2508, 0.2966, 0.2588, 0.2366, 0.2578, 0.2526, 0.4524]}


{"formula": "C8H7I2NO3", "method": "ωB97M-V with the def2-TZVPD basis set", "lumo_ev": -0.43, "total_charge": 0, "e_homo_ha": -0.32747, "homo_lumo_gap_ev": 8.48, "species": ["C", "C", "C", "C", "C", "C", "C", "C", "N", "O", "O", "O", "I", "I", "H", "H", "H", "H", "H", "H", "H"], "positions_angstrom": [[0.672, -0.400, 2.355], [-0.326, 0.312, 2.997], [0.710, -0.439, 0.948], [-1.360, 0.891, 2.233], [-0.180, 0.348, 0.176], [-1.224, 1.055, 0.896], [1.082, -0.487, -1.894], [0.021, 0.487, -1.331], [0.449, -1.887, -1.943], [-0.424, -2.077, -2.698], [0.894, -2.646, -1.161], [-1.237, 0.381, -1.838], [-2.339, 2.514, -0.117], [0.987, 2.450, -1.744], [1.508, -1.005, 2.736], [-0.548, 0.477, 4.018], [1.501, -1.079, 0.743], [-2.175, 1.423, 2.673], [1.285, -0.159, -2.924], [1.971, -0.709, -1.323], [-1.265, 0.549, -2.803]], "nbo_charge": [-0.1933, -0.1923, -0.2093, -0.2443, -0.1430, -0.1099, -0.3695, 0.2358, 0.5576, -0.3612, -0.3830, -0.6923, 0.1835, 0.0265, 0.2224, 0.2247, 0.2306, 0.2252, 0.2409, 0.2561, 0.4949]}


Asked for energy relative to the best compared isomer or geometry (same formula, charge and spin) across the records above, the calculation gives 55.8; 34.3; 26.4; 87.8; 0.0 kcal per mole in order.